Record 1
Density functional theory data (wB97M-V/def2-TZVPD) for a structure of composition C20H16AgIN6O2S2.

Calculated values
Multiplicity: 1
Charge: -2
Molar mass: 671.29 Da
Kohn-Sham gap: 5.383 eV
Energy: -67808.895 eV

Last column: Mulliken charge in e.
Atoms and positions in Å:
1 C 4.146 0.795 3.159  -0.405
2 H 2.566 4.364 1.584  0.218
3 C -0.956 3.591 -0.365  0.285
4 H 0.980 -5.586 -1.847  0.370
5 Ag -0.299 0.548 1.064  0.392
6 C -1.992 5.789 -0.754  -0.349
7 C 0.000 -3.712 -1.473  -0.211
8 C -1.212 -1.547 -1.090  0.536
9 H -2.767 -2.597 -3.041  0.409
10 C -1.068 4.992 -0.111  -0.629
11 N 1.419 -1.492 2.068  0.108
12 S 2.398 -3.587 3.206  -0.341
13 H 0.712 -3.392 -0.722  0.369
14 C -1.919 1.622 -1.682  -0.423
15 H -0.395 5.415 0.627  0.305
16 C 2.620 -1.127 2.634  -0.295
17 C 3.059 0.282 2.534  -0.094
18 C -1.885 3.038 -1.313  0.826
19 H -2.666 1.347 -2.433  0.241
20 C -1.824 -4.506 -3.404  -0.527
21 N 2.277 3.466 1.249  -0.397
22 C -2.806 3.881 -1.940  -0.520
23 H -3.608 5.863 -2.195  0.344
24 H 1.299 3.343 0.857  0.474
25 I -1.316 0.830 3.646  -0.797
26 C 2.786 2.382 1.867  0.376
27 N -0.003 -3.356 1.918  -0.284
28 H -0.662 -6.312 -3.556  0.349
29 H 4.259 -2.072 3.766  0.348
30 C -1.057 -2.865 -1.801  0.339
31 S 4.270 2.489 2.840  -0.313
32 H -0.596 -2.808 1.268  0.252
33 H 4.843 0.297 3.818  0.329
34 O -0.066 2.876 0.210  -0.821
35 C 0.146 -4.942 -2.105  -0.678
36 N -1.285 -0.518 -1.886  -0.864
37 C -2.879 5.243 -1.687  -0.635
38 C -1.962 -3.272 -2.776  -0.312
39 N -1.156 0.704 -1.242  0.207
40 H -0.066 -4.352 1.979  0.197
41 H -2.541 -4.814 -4.158  0.335
42 N 2.307 1.176 1.801  -0.073
43 C 3.306 -2.114 3.260  -0.386
44 C -0.770 -5.348 -3.070  -0.353
45 H -3.491 3.437 -2.657  0.253
46 C 1.137 -2.739 2.291  0.454
47 H -2.038 6.850 -0.524  0.330
48 O -1.247 -1.562 0.187  -0.942


Record 2
Density functional theory data (wB97M-V/def2-TZVPD) for a structure of composition C20H16Br2InN9O3S.

Calculated values
Multiplicity: 1
Charge: +2
Molar mass: 737.10 Da
Kohn-Sham gap: 6.258 eV
Energy: -196632.605 eV

Last column: Mulliken charge in e.
Atoms and positions in Å:
1 N -2.033 -1.556 0.601  -0.103
2 C -0.411 -0.031 4.574  0.535
3 C 1.057 1.263 5.877  -0.517
4 C -2.757 -2.372 -0.117  -0.283
5 H -2.000 -1.463 4.762  0.248
6 C 2.505 -3.885 -0.187  -0.201
7 C 3.882 -4.030 -0.451  -0.381
8 Br 6.531 -3.188 -0.883  -0.168
9 N -1.398 -0.924 4.160  -0.015
10 H 5.982 -0.510 -0.624  0.377
11 N 2.197 -0.284 0.043  -0.374
12 C 4.698 -2.942 -0.540  -0.137
13 H 1.187 4.180 1.208  0.270
14 C 1.929 -2.652 -0.008  0.349
15 H 2.455 2.476 4.789  0.455
16 C -1.435 2.847 -0.010  0.752
17 H 1.435 1.590 6.836  0.420
18 H -2.739 -2.387 -1.198  0.447
19 H -0.969 4.515 1.028  0.194
20 O 0.641 -2.477 0.266  -0.640
21 C 4.312 0.767 -0.250  -1.202
22 C -3.132 -2.740 2.237  -0.143
23 H -3.054 4.050 0.261  0.219
24 N -0.596 3.710 0.546  -0.223
25 H 1.135 3.838 -0.390  0.280
26 O -2.687 1.217 -1.777  -0.671
27 C 1.639 1.771 4.703  -0.868
28 H -3.357 2.558 -0.561  0.212
29 N -0.503 -0.115 2.315  -0.158
30 C -1.404 -0.945 2.823  0.472
31 S -3.732 -3.417 0.792  -0.064
32 C 2.783 -1.517 -0.115  0.268
33 H 1.643 1.775 2.547  0.418
34 Br 1.434 -5.420 -0.067  -0.120
35 N -2.728 3.142 -0.031  -0.374
36 C 4.919 -0.450 -0.432  -0.522
37 C -2.234 -1.768 1.946  -0.395
38 N -1.590 0.962 -1.373  1.272
39 C 4.166 -1.638 -0.371  0.599
40 H 4.879 1.685 -0.288  0.447
41 H 4.288 -5.024 -0.579  0.467
42 N 0.804 3.535 0.525  -0.424
43 C 1.199 1.387 3.453  -0.380
44 N -0.872 1.691 -0.487  -0.547
45 H 2.417 1.748 0.110  0.346
46 C 0.155 0.467 3.406  0.419
47 C 2.938 0.809 -0.024  0.354
48 H -3.459 -3.098 3.200  0.398
49 H -0.423 -0.037 6.744  0.441
50 C 0.021 0.353 5.838  -1.197
51 In 0.017 -0.532 0.237  2.197
52 O -0.972 -0.091 -1.714  -0.750


Record 3
Density functional theory data (wB97M-V/def2-TZVPD) for an isolated molecule of C20H16BrN3O3 in a non-equilibrium geometry.

Calculated values
Multiplicity: 1
SMILES: C[C@](O)(COc1ccc(C#N)cc1Br)C(=O)N1CCc2c(C#N)cccc21
Charge: 0
Molar mass: 426.27 Da
Kohn-Sham gap: 8.831 eV
Energy: -101651.163 eV

Last column: Mulliken charge in e.
Atoms and positions in Å:
1 C 2.409 0.022 1.410  0.415
2 H 0.839 -1.208 0.923  0.475
3 H -4.356 3.274 0.577  0.281
4 C -1.449 1.533 0.530  0.335
5 C 2.011 -2.119 2.510  -0.961
6 H -1.587 -2.302 -1.932  0.440
7 H 0.656 0.212 -3.786  0.420
8 C 3.584 0.147 2.104  -0.380
9 H 1.744 1.552 -3.643  0.409
10 H -2.350 -2.413 -0.281  0.216
11 H 2.373 0.039 -3.245  0.357
12 C -3.320 -0.963 -1.241  -1.017
13 N -1.165 -0.658 -0.837  0.334
14 C 0.987 0.680 -1.709  1.996
15 C -3.135 0.300 -0.522  0.980
16 H 1.372 -3.079 2.570  0.296
17 C 1.601 -1.087 1.616  0.474
18 H 4.783 -0.767 3.724  0.403
19 C 3.433 -2.943 4.155  -0.082
20 Br 4.718 1.649 1.937  -0.149
21 C -5.347 1.368 -1.004  -0.052
22 H -4.301 -1.454 -0.924  0.498
23 N 3.541 -3.759 4.955  -0.466
24 C 1.402 0.628 -3.133  -1.798
25 C 2.240 0.554 -0.809  -1.479
26 C -2.361 2.523 1.004  -1.070
27 C 3.195 -1.982 3.177  0.401
28 N -6.446 1.468 -1.328  -0.508
29 O 0.549 -1.689 -1.779  -0.652
30 H -0.294 2.045 -2.262  0.463
31 C -1.758 0.421 -0.310  -0.096
32 H 2.592 -0.553 -0.936  0.446
33 O 1.910 0.849 0.473  -0.245
34 H 3.091 1.150 -1.184  0.470
35 O 0.467 1.957 -1.629  -0.580
36 C 3.921 -0.814 3.037  -0.331
37 H -0.403 1.605 0.933  0.111
38 C 0.056 -0.603 -1.469  -0.240
39 C -3.643 2.368 0.520  -0.443
40 C -4.053 1.294 -0.362  0.098
41 H -1.941 3.279 1.552  0.564
42 H -3.512 -0.778 -2.281  0.307
43 C -2.051 -1.743 -1.100  -0.640


Record 4
Density functional theory data (wB97M-V/def2-TZVPD) for a structure of composition C20H16Cl2F6N6NiO6S2 in a non-equilibrium geometry.

Calculated values
Multiplicity: 3
Charge: 0
Molar mass: 744.11 Da
Kohn-Sham gap (spin up / spin down): 8.784 / 8.772 eV
Energy: -146291.521 eV

Last column: Mulliken charge in e.
Atoms and positions in Å:
1 O -0.722 -0.666 -1.782  -0.629
2 N 1.498 -1.106 -0.134  0.267
3 F 0.650 4.485 -2.181  -0.200
4 H 1.238 -3.047 -0.901  0.171
5 O -1.996 1.286 -0.338  -0.785
6 N -0.906 -3.825 0.721  -0.016
7 C -3.302 -4.322 1.402  -1.197
8 H -1.614 1.919 2.876  0.510
9 F 1.575 3.417 -3.828  -0.198
10 Ni -0.326 0.166 0.066  1.175
11 H -3.257 -5.402 1.364  0.403
12 F 2.616 3.609 -1.940  -0.220
13 Cl -0.592 -0.991 -4.787  -0.154
14 F -4.125 3.149 -1.171  -0.203
15 C 2.535 -0.543 0.723  -1.395
16 H -1.924 -2.753 -4.016  0.439
17 F -2.927 3.911 -2.804  -0.207
18 C -0.555 2.821 4.540  -0.748
19 H 1.834 -2.989 0.761  0.516
20 H -5.366 -4.233 1.925  0.385
21 H 2.752 2.412 5.298  0.408
22 S -2.094 1.600 -1.771  1.072
23 O 0.714 1.996 -0.449  -0.664
24 C -4.540 -2.260 1.747  -0.828
25 N 0.647 0.553 1.870  0.552
26 H 3.588 0.752 3.022  0.208
27 H 3.149 0.137 0.128  0.419
28 C 1.153 -2.515 0.049  -0.979
29 H -1.411 3.369 4.911  0.415
30 C -2.882 3.280 -1.636  0.465
31 C -1.391 -1.688 -2.176  0.145
32 N -0.763 2.043 -2.506  -0.390
33 H -3.481 -0.393 1.473  0.466
34 H -0.550 -4.739 0.505  0.228
35 C -0.682 2.032 3.414  -0.616
36 C -1.070 -2.217 -3.621  0.084
37 C -0.258 -2.652 0.537  0.060
38 C 0.667 2.943 5.213  -0.416
39 O -3.003 0.858 -2.574  -0.650
40 C 1.691 1.541 3.620  0.695
41 C -2.255 -2.131 1.163  0.167
42 Cl 0.228 -3.418 -3.404  -0.216
43 C 1.813 2.309 4.770  -1.096
44 H -5.490 -1.793 1.973  0.408
45 H 1.663 -0.875 -1.109  0.281
46 O 1.539 0.865 -2.436  -0.754
47 S 0.664 1.868 -1.902  1.363
48 O -2.165 -2.373 -1.536  -0.605
49 N 2.595 0.803 2.874  -0.107
50 H 3.188 -1.320 1.133  0.506
51 C -4.473 -3.659 1.717  -0.467
52 C -3.438 -1.474 1.478  -0.773
53 C 1.419 3.450 -2.510  0.473
54 H 0.718 3.561 6.100  0.378
55 C -2.199 -3.530 1.118  1.025
56 C 0.462 1.381 2.964  0.137
57 N -1.015 -1.628 0.812  0.500
58 F -2.179 4.027 -0.774  -0.219
59 C 1.917 0.255 1.834  0.412


Record 5
Density functional theory data (wB97M-V/def2-TZVPD) for a structure of composition C20H16ClFN4O6PdS.

Calculated values
Multiplicity: 1
Charge: 0
Molar mass: 601.31 Da
Kohn-Sham gap (spin up / spin down): 6.921 / 6.920 eV
Energy: -68801.276 eV

Last column: Mulliken charge in e.
Atoms and positions in Å:
1 H 2.957 -3.011 -3.068  0.380
2 H 7.170 2.740 2.453  0.388
3 O -0.052 2.248 0.731  -0.826
4 H -1.045 4.248 -1.264  0.271
5 C 2.345 -1.176 -1.331  -0.124
6 C 5.774 1.300 3.223  -0.630
7 C 3.529 1.447 2.387  0.351
8 H 1.500 1.805 2.136  0.203
9 C -3.543 3.054 -1.598  -0.123
10 H -1.303 4.393 0.482  0.347
11 C 6.151 2.376 2.431  -0.455
12 H -2.874 2.581 -2.301  0.477
13 H 6.499 0.822 3.870  0.376
14 C 1.203 -4.205 -3.098  0.091
15 C -3.730 4.402 0.400  0.519
16 C -0.606 -3.473 -1.691  -0.599
17 C -4.862 2.940 -1.725  0.277
18 Cl 1.835 -5.356 -4.243  -0.229
19 H 5.485 3.835 1.002  0.371
20 C -0.911 2.412 -0.203  1.505
21 Pd -0.054 0.117 0.431  0.673
22 C 0.177 -2.421 -1.150  0.430
23 N 2.388 -1.211 2.570  -0.371
24 C 1.609 -0.130 2.532  0.264
25 O 2.186 -0.412 -0.393  -0.401
26 H 4.176 0.027 3.872  0.525
27 F -5.395 2.258 -2.741  -0.306
28 C 1.475 -2.260 -1.696  0.776
29 C -5.778 3.574 -0.790  0.297
30 N 2.160 1.074 2.368  0.144
31 C 3.901 2.527 1.594  -0.526
32 C -1.513 3.787 -0.391  -1.127
33 H -1.620 -3.566 -1.322  0.431
34 S -0.086 -0.287 2.796  -0.311
35 N -2.958 3.758 -0.559  0.101
36 O -1.222 1.471 -0.955  -0.851
37 O -6.984 3.550 -0.826  -0.600
38 C 4.466 0.835 3.212  -0.135
39 C 1.959 -3.157 -2.671  -0.849
40 H 3.159 2.994 0.955  0.413
41 C 5.206 2.990 1.620  -0.611
42 H 3.235 -1.049 -1.975  0.299
43 H 1.907 -2.095 2.602  0.262
44 O -3.265 5.028 1.328  -0.632
45 H 3.284 -1.183 2.104  0.255
46 O -0.382 -1.722 -0.203  -0.819
47 H -5.662 4.741 0.894  0.222
48 C -0.104 -4.351 -2.613  -0.454
49 H -0.721 -5.160 -2.984  0.406
50 N -5.090 4.272 0.207  -0.076